(1)
Molecular formula: C16H16N2O4S
Method: DFT, the ωB97M-V functional and the def2-TZVPD basis

Cartesian coordinates (Å):
C (6.377, 0.588, 3.072)
O (5.196, 0.814, 3.174)
C (4.345, 1.040, 2.286)
O (4.666, 0.883, 1.144)
C (2.925, 1.248, 2.772)
S (1.721, -0.088, 2.803)
C (1.230, 0.009, 1.062)
C (-0.012, -0.387, 0.439)
C (-1.023, -0.846, 1.654)
N (-1.633, -1.430, 2.326)
C (-0.506, -0.098, -0.804)
C (-2.033, -0.095, -1.080)
C (-2.736, 0.934, -0.060)
C (-4.074, 0.767, -0.319)
C (-4.839, 0.072, -1.075)
C (-4.230, -1.106, -1.821)
O (-4.944, -1.856, -2.660)
C (-4.155, -2.808, -3.540)
C (-2.695, -0.967, -1.772)
C (0.163, 0.883, -1.493)
C (1.540, 1.054, -1.225)
O (2.459, 1.471, -2.164)
N (2.050, 0.662, -0.048)
H (6.319, -0.525, 2.599)
H (6.737, 1.118, 2.372)
H (6.942, 0.519, 3.978)
H (2.930, 1.559, 3.844)
H (2.488, 2.168, 2.076)
H (-0.197, -1.130, -1.290)
H (-2.300, 1.502, 0.549)
H (-4.701, 1.752, 0.326)
H (-5.892, -0.272, -1.114)
H (-3.782, -3.610, -2.585)
H (-4.957, -3.247, -3.880)
H (-3.551, -2.361, -4.144)
H (-2.202, -1.877, -2.205)
H (-0.318, 1.730, -1.060)
H (-0.181, 1.264, -2.494)
H (2.872, 0.666, 0.358)

Multiplicity: 1
SMILES: COC(=O)CSC1=C(C#N)[C@@H](c2cccc(OC)c2)CC(=O)N1
Net charge: 0
Calculated total energy, eV: -38842.915
LUMO, eV: 0.07

---

(2)
Molecular formula: C16H16N5O3Pm
Method: DFT, the ωB97M-V functional and the def2-TZVPD basis

Cartesian coordinates (Å):
Pm (-4.152, 13.630, 5.965)
O (-3.961, 11.856, 2.001)
C (-4.166, 12.430, 3.080)
O (-3.473, 12.259, 4.185)
C (-5.282, 13.440, 3.107)
C (-6.080, 13.645, 1.906)
C (-7.141, 14.514, 1.953)
C (-7.579, 15.101, 3.154)
C (-6.806, 14.840, 4.264)
N (-5.683, 14.084, 4.238)
H (-5.731, 13.119, 0.996)
H (-7.621, 14.706, 0.983)
H (-8.473, 15.669, 3.200)
H (-7.081, 15.266, 5.225)
N (-5.695, 9.019, 11.468)
C (-6.340, 10.229, 11.273)
O (-7.041, 10.714, 12.141)
C (-6.011, 10.874, 9.970)
C (-6.863, 11.823, 9.353)
C (-6.376, 12.492, 8.281)
N (-5.085, 12.439, 7.839)
C (-4.290, 11.443, 8.350)
C (-4.738, 10.652, 9.414)
H (-6.014, 8.510, 12.282)
H (-5.500, 8.498, 10.623)
H (-7.867, 11.988, 9.706)
H (-7.038, 13.180, 7.756)
H (-3.264, 11.421, 8.003)
H (-4.047, 9.869, 9.789)
C (-1.171, 18.528, 5.944)
N (-1.526, 17.171, 6.388)
C (-0.853, 16.398, 7.303)
C (-1.486, 15.207, 7.385)
N (-2.618, 15.242, 6.569)
C (-2.587, 16.437, 5.991)
H (-0.215, 18.619, 5.398)
H (-1.180, 19.232, 6.801)
H (-1.951, 18.934, 5.298)
H (-0.004, 16.785, 7.850)
H (-1.178, 14.330, 7.969)
H (-3.310, 16.803, 5.240)

<S²>: 6.005
Multiplicity: 5
Net charge: +2
Calculated total energy, eV: -46986.558
LUMO (spin up / spin down), eV: -7.21 / -6.82

---

(3)
Molecular formula: C16H17AsCdN10O7S4
Method: DFT, the ωB97M-V functional and the def2-TZVPD basis

Cartesian coordinates (Å):
Cd (-0.421, 0.162, 0.590)
N (0.520, 1.616, -1.003)
N (1.000, 1.073, -2.235)
C (1.993, 0.091, -2.057)
N (2.298, -0.512, -3.313)
S (1.929, -1.103, -0.588)
H (-0.278, 2.225, -1.219)
H (1.273, 2.158, -0.595)
H (0.212, 0.684, -2.742)
H (2.929, 0.100, -3.820)
H (2.760, -1.395, -3.140)
O (1.943, -0.158, 4.559)
As (2.420, -0.011, 2.812)
O (2.935, 0.356, -1.150)
O (0.955, 0.596, 2.224)
C (2.653, -2.025, 2.546)
C (3.962, -2.282, 2.963)
C (4.504, -3.556, 3.025)
C (3.725, -4.638, 2.654)
C (2.427, -4.415, 2.223)
C (1.896, -3.132, 2.166)
S (0.254, -3.043, 1.449)
O (0.511, -2.801, 0.019)
O (-0.356, -4.333, 1.681)
O (-0.392, -1.907, 2.090)
H (1.003, -0.398, 4.554)
H (4.586, -1.444, 3.261)
H (5.526, -3.698, 3.358)
H (4.120, -5.646, 2.691)
H (1.794, -5.240, 1.925)
S (-2.684, 2.447, -0.991)
C (-2.596, 1.294, -2.271)
C (-2.652, 1.740, -3.603)
C (-2.620, 0.885, -4.691)
C (-2.706, 1.429, -6.009)
N (-2.770, 1.885, -7.064)
C (-2.511, -0.501, -4.478)
C (-2.425, -0.964, -3.169)
C (-2.466, -0.113, -2.064)
S (-2.378, -0.896, -0.490)
C (-2.484, -1.418, -5.568)
N (-2.463, -2.159, -6.450)
H (-2.744, 2.805, -3.771)
H (-2.312, -2.024, -2.991)
O (-3.715, 0.766, 2.305)
H (-3.526, -0.061, 1.841)
H (-3.508, 1.417, 1.619)
N (-2.536, 5.246, 3.021)
N (-1.624, 4.295, 2.569)
N (-0.327, 4.405, 2.756)
C (0.100, 3.300, 2.152)
N (-0.907, 2.595, 1.622)
N (-2.001, 3.245, 1.905)
H (-2.510, 5.206, 4.037)
H (-3.438, 4.888, 2.720)
H (1.119, 2.963, 2.133)

Multiplicity: 1
Net charge: -2
Calculated total energy, eV: -154845.853
LUMO, eV: 4.36

---

(4)
Molecular formula: C16H17BN8O6Tm
Method: DFT, the ωB97M-V functional and the def2-TZVPD basis

Cartesian coordinates (Å):
Tm (0.065, -0.012, -0.020)
O (1.591, 3.879, 1.765)
C (0.982, 2.695, 1.485)
O (1.562, 1.764, 0.888)
C (-0.382, 2.518, 1.971)
C (-1.033, 3.469, 2.755)
C (-2.367, 3.216, 3.121)
C (-2.936, 1.990, 2.730)
C (-2.175, 1.044, 2.046)
N (-0.938, 1.362, 1.592)
C (-2.580, -0.342, 1.712)
O (-3.788, -0.851, 2.089)
O (-1.805, -1.058, 1.021)
H (2.487, 3.883, 1.360)
H (-0.532, 4.361, 3.081)
H (-2.945, 3.916, 3.707)
H (-4.004, 1.756, 2.987)
H (-4.260, -0.185, 2.597)
N (-1.549, 1.460, -1.529)
C (-0.841, 2.402, -2.442)
C (0.706, 2.530, -2.047)
O (1.358, 3.521, -2.346)
O (1.095, 1.488, -1.454)
H (-2.171, 0.862, -2.090)
H (-2.172, 2.011, -0.940)
H (-1.317, 3.374, -2.539)
H (-0.825, 1.930, -3.430)
N (-2.156, -2.891, -2.720)
C (-2.231, -1.980, -1.763)
N (-1.006, -1.547, -1.450)
C (-0.187, -2.311, -2.247)
N (-0.845, -3.140, -3.037)
C (1.264, -2.298, -2.177)
C (1.979, -3.251, -2.898)
N (3.295, -3.292, -2.877)
C (3.914, -2.429, -2.089)
C (3.184, -1.474, -1.351)
N (1.859, -1.406, -1.403)
H (-2.956, -3.354, -3.164)
H (-3.157, -1.670, -1.286)
H (1.465, -3.972, -3.535)
H (4.982, -2.485, -1.987)
H (3.696, -0.784, -0.699)
B (2.962, -2.728, 3.037)
C (1.907, -1.913, 2.258)
N (1.177, -1.296, 1.581)
H (2.413, -3.795, 3.281)
H (3.985, -2.767, 2.359)
H (3.228, -2.203, 4.091)

<S²>: 2.002
Multiplicity: 3
Net charge: +1
Calculated total energy, eV: -71278.168
LUMO (spin up / spin down), eV: -5.38 / -5.38